Entry 1:
# C22H33N3O5S

The molecule C22H33N3O5S (the ωB97M-V functional and the def2-TZVPD basis, the OMol25 dataset).

Calculated values
* SMILES string: COc1ccc(S(=O)(=O)N2CCC(C(=O)N[C@@H](C)C(=O)N3CCCCCC3)CC2)cc1
* net charge: 0
* largest force on an atom: 1.06 eV Å⁻¹
* energy above the lowest of the compared OMol25 structures with the same formula, charge and spin: 34.1 kJ/mol

Geometry as XYZ:
```
64
Properties=species:S:1:pos:R:3:forces:R:3
C -0.357 -3.749 1.730 -0.062 -0.058 0.195
O -0.031 -3.337 0.420 0.181 0.061 -0.292
C 1.151 -2.703 0.215 0.122 0.107 -0.118
C 1.391 -2.276 -1.095 -0.060 -0.021 0.124
C 2.548 -1.591 -1.402 -0.072 -0.130 -0.079
C 3.473 -1.331 -0.405 0.693 0.355 -0.112
S 4.906 -0.317 -0.771 0.141 0.176 -0.034
O 5.951 -0.658 0.149 -0.276 -0.012 0.265
O 5.160 -0.395 -2.179 -0.378 -0.003 -0.036
N 4.496 1.265 -0.455 0.473 -0.919 -0.253
C 3.548 1.900 -1.334 -0.507 -0.003 -0.488
C 2.106 1.736 -0.850 0.207 0.224 -0.012
C 1.955 2.208 0.607 -0.037 -0.469 0.095
C 0.561 1.771 1.045 0.433 0.426 0.035
O 0.354 0.755 1.683 0.003 -0.263 0.121
N -0.432 2.585 0.630 -0.412 0.315 -0.042
C -1.820 2.152 0.633 -0.057 0.033 -0.088
C -2.747 3.356 0.731 0.128 -0.171 -0.033
C -2.040 1.433 -0.712 0.122 0.055 0.373
O -2.024 2.098 -1.737 -0.072 0.308 -0.186
N -2.158 0.095 -0.719 0.110 -0.212 -0.208
C -2.184 -0.766 0.443 -0.169 -0.100 0.632
C -3.562 -0.836 1.118 0.015 0.087 -0.228
C -4.726 -0.715 0.131 0.043 -0.241 0.150
C -4.574 -1.568 -1.133 -0.156 0.292 -0.116
C -3.859 -0.828 -2.264 0.240 -0.185 0.118
C -2.378 -0.565 -1.993 -0.174 0.133 -0.546
C 3.009 1.550 1.500 0.015 0.163 -0.117
C 4.415 1.696 0.918 -0.049 -0.047 0.672
C 3.269 -1.787 0.880 0.078 -0.079 -0.039
C 2.109 -2.472 1.199 -0.185 -0.095 0.058
H 0.349 -4.497 2.101 -0.014 0.039 -0.005
H -0.388 -2.897 2.415 0.016 -0.014 -0.003
H -1.348 -4.195 1.660 0.065 0.021 0.047
H 0.654 -2.490 -1.852 -0.088 -0.031 -0.097
H 2.754 -1.254 -2.406 -0.056 0.010 -0.155
H 3.802 2.965 -1.393 0.040 -0.073 -0.039
H 3.684 1.453 -2.319 -0.090 0.241 -0.065
H 1.438 2.301 -1.503 -0.037 -0.041 -0.039
H 1.819 0.684 -0.905 -0.070 0.098 -0.013
H 2.044 3.298 0.653 -0.042 0.019 -0.011
H -0.221 3.328 -0.020 0.115 -0.069 0.013
H -1.947 1.497 1.494 0.010 0.023 -0.102
H -3.776 3.024 0.849 -0.131 0.011 -0.013
H -2.678 3.943 -0.182 -0.025 0.052 -0.041
H -2.475 3.974 1.582 0.008 0.006 0.097
H -1.905 -1.762 0.094 0.037 0.108 0.010
H -1.417 -0.455 1.156 -0.049 -0.100 -0.103
H -3.629 -1.788 1.648 -0.009 -0.017 0.100
H -3.663 -0.042 1.862 0.044 -0.011 0.110
H -4.839 0.330 -0.167 -0.084 0.040 0.009
H -5.640 -1.000 0.656 -0.028 0.088 -0.005
H -4.048 -2.495 -0.899 -0.010 -0.159 0.002
H -5.569 -1.841 -1.492 0.030 -0.088 0.019
H -4.359 0.128 -2.433 -0.025 0.028 -0.055
H -3.935 -1.410 -3.185 -0.010 0.042 -0.079
H -1.977 0.084 -2.775 0.013 -0.165 0.086
H -1.821 -1.506 -1.991 0.006 0.025 0.034
H 2.750 0.496 1.604 -0.007 0.144 0.075
H 2.979 2.001 2.494 0.003 -0.062 0.055
H 4.728 2.746 0.958 0.068 -0.079 -0.027
H 5.134 1.096 1.476 -0.016 0.226 0.140
H 4.030 -1.609 1.624 0.032 -0.003 0.154
H 1.960 -2.809 2.212 -0.036 -0.039 0.091
```
Positions in Å, forces in eV/Å.

Charge distribution, natural (NBO) scheme, values in e: number 1, C, carries -0.2587; number 2, O, carries -0.4959; number 3, C, carries 0.3243; number 4, C, carries -0.2537; number 5, C, carries -0.1815; number 6, C, carries -0.3759; number 7, S, carries 2.3352; number 8, O, carries -0.9425; number 9, O, carries -0.9428; number 10, N, carries -0.6746; number 11, C, carries -0.2314; number 12, C, carries -0.4129; number 13, C, carries -0.3074; number 14, C, carries 0.7046; number 15, O, carries -0.6506; number 16, N, carries -0.6030; number 17, C, carries -0.1426; number 18, C, carries -0.6085; number 19, C, carries 0.6821; number 20, O, carries -0.6605; number 21, N, carries -0.4350; number 22, C, carries -0.2510; number 23, C, carries -0.4073; number 24, C, carries -0.4006; number 25, C, carries -0.4072; number 26, C, carries -0.4011; number 27, C, carries -0.2184; number 28, C, carries -0.4149; number 29, C, carries -0.2315; number 30, C, carries -0.1732; number 31, C, carries -0.2586; number 32, H, carries 0.1831; number 33, H, carries 0.1865; number 34, H, carries 0.2015; number 35, H, carries 0.2271; number 36, H, carries 0.2448; number 37, H, carries 0.1973; number 38, H, carries 0.2396; number 39, H, carries 0.2190; number 40, H, carries 0.2202; number 41, H, carries 0.2082; number 42, H, carries 0.4029; number 43, H, carries 0.2300; number 44, H, carries 0.2162; number 45, H, carries 0.2295; number 46, H, carries 0.2166; number 47, H, carries 0.2142; number 48, H, carries 0.2509; number 49, H, carries 0.2029; number 50, H, carries 0.1998; number 51, H, carries 0.1967; number 52, H, carries 0.2117; number 53, H, carries 0.1934; number 54, H, carries 0.2132; number 55, H, carries 0.2060; number 56, H, carries 0.2102; number 57, H, carries 0.2399; number 58, H, carries 0.1883; number 59, H, carries 0.2314; number 60, H, carries 0.2176; number 61, H, carries 0.1944; number 62, H, carries 0.2401; number 63, H, carries 0.2409; number 64, H, carries 0.2209

---

Entry 2:
# C26H49N5O3PS2

A cluster of 3 separate species, C26H49N5O3PS2 in total (the ωB97M-V functional and the def2-TZVPD basis, the OMol25 dataset).

Calculated values
* total energy: -2657.149087 Eh
* multiplicity: 3
* net charge: -1
* largest force on an atom: 1.95 eV Å⁻¹

Geometry as XYZ:
```
86
Properties=species:S:1:pos:R:3:forces:R:3
N -0.410 4.270 0.781 -0.068 0.064 -0.517
P -1.454 3.419 -0.272 -0.578 -0.318 -0.101
O -0.653 3.409 -1.717 0.271 0.086 0.167
C -1.431 1.736 0.284 -0.997 0.799 0.438
C -2.544 0.894 -0.314 1.263 -0.262 0.641
C -2.970 -0.289 0.568 -0.599 -0.292 -1.121
C -4.498 -0.280 0.734 0.700 0.354 0.680
S -5.304 -0.492 -0.866 -0.059 -0.151 -0.215
C -6.766 0.445 -0.823 0.451 -0.179 0.257
S -8.042 0.025 -1.716 -0.373 -0.034 -0.244
N -6.780 1.569 0.018 -0.142 0.150 0.018
C -5.870 2.607 0.105 -0.157 0.390 0.605
C -6.345 3.422 1.093 0.297 -0.372 -0.535
N -7.515 2.928 1.618 0.087 -0.188 -0.141
C -7.747 1.832 0.948 -0.271 0.559 0.455
H -0.897 4.375 1.664 0.230 -0.105 0.261
H -0.298 5.203 0.398 0.125 0.082 0.070
H -1.287 3.744 -2.353 0.047 0.131 -0.260
H -1.420 1.721 1.373 0.560 -0.272 0.161
H -2.214 0.535 -1.287 -0.256 0.000 -0.290
H -3.401 1.543 -0.436 -0.210 0.132 -0.378
H -2.486 -0.306 1.537 0.044 0.152 0.214
H -2.710 -1.211 0.052 0.258 -0.215 0.139
H -4.803 -1.063 1.419 -0.266 -0.244 -0.070
H -4.766 0.672 1.178 -0.274 0.127 -0.004
H -4.999 2.723 -0.506 0.090 -0.195 -0.242
H -5.869 4.323 1.427 -0.087 0.234 0.174
H -8.605 1.211 1.116 -0.032 -0.350 -0.200
C 2.176 -3.805 -2.206 0.062 0.128 -0.052
C 0.657 -3.947 -2.472 1.292 -0.307 0.636
C 0.413 -4.787 -3.726 -0.248 0.046 -0.370
C 0.742 -4.057 -5.024 0.021 0.058 0.035
C 0.027 -2.709 -5.086 -0.168 -0.439 -0.053
C 0.280 -1.838 -3.856 1.012 0.995 -0.243
N 0.015 -2.602 -2.599 -1.250 -1.085 -1.024
O -1.251 -2.705 -2.375 0.006 0.571 0.336
C 1.726 -1.308 -3.881 0.176 -0.181 0.097
C -0.597 -0.596 -3.913 -0.530 0.039 0.177
C 0.079 -4.674 -1.264 -0.399 0.044 0.127
H 2.517 -4.579 -1.520 -0.101 -0.082 -0.015
H 2.779 -3.903 -3.109 -0.027 0.065 -0.015
H 2.409 -2.849 -1.739 -0.029 0.000 0.015
H -0.638 -5.092 -3.753 -0.028 0.088 0.082
H 1.000 -5.705 -3.654 0.037 0.007 0.102
H 1.823 -3.920 -5.124 0.000 0.026 0.033
H 0.437 -4.670 -5.875 0.013 -0.009 -0.005
H 0.343 -2.162 -5.977 0.011 0.106 0.044
H -1.049 -2.882 -5.191 -0.016 0.022 0.120
H 1.958 -0.775 -2.959 -0.020 0.002 0.022
H 1.842 -0.607 -4.707 -0.117 0.021 -0.026
H 2.475 -2.083 -4.026 -0.036 0.006 0.040
H -1.656 -0.832 -4.010 0.022 -0.110 0.110
H -0.318 -0.001 -4.782 0.105 -0.028 -0.030
H -0.466 0.027 -3.026 0.050 -0.040 0.024
H 0.210 -4.087 -0.354 0.011 0.022 -0.011
H 0.601 -5.622 -1.138 0.107 0.011 -0.045
H -0.980 -4.894 -1.382 0.003 0.114 -0.012
C 3.916 0.535 1.325 0.113 -0.043 -0.012
C 2.938 1.554 1.969 0.574 -0.291 -0.256
C 3.707 2.836 2.326 0.084 0.307 0.007
C 4.598 2.680 3.553 -0.049 -0.012 0.019
C 3.782 2.125 4.716 0.114 0.248 0.143
C 3.026 0.838 4.354 0.562 -0.275 0.090
N 2.233 0.951 3.119 -0.783 0.123 0.055
O 1.107 1.770 3.411 0.087 0.103 0.051
C 4.037 -0.323 4.260 0.164 -0.003 -0.006
C 2.097 0.479 5.504 -0.211 0.039 0.303
C 1.908 1.899 0.911 -0.205 0.085 -0.298
H 3.921 0.636 0.236 -0.033 0.128 0.005
H 4.951 0.662 1.651 -0.027 -0.045 0.063
H 3.605 -0.485 1.550 -0.051 0.004 0.059
H 2.987 3.636 2.522 -0.116 -0.111 0.039
H 4.306 3.159 1.464 -0.035 -0.054 -0.031
H 5.456 2.033 3.336 -0.042 -0.046 -0.010
H 5.018 3.653 3.829 0.030 -0.010 -0.010
H 4.438 1.941 5.577 -0.043 -0.061 0.000
H 3.061 2.885 5.030 -0.120 -0.068 -0.106
H 3.536 -1.230 3.917 -0.048 0.017 -0.046
H 4.468 -0.528 5.245 -0.067 0.056 0.031
H 4.876 -0.123 3.595 -0.045 0.000 -0.053
H 1.406 1.290 5.724 -0.045 -0.014 -0.191
H 2.686 0.277 6.407 0.085 -0.052 -0.042
H 1.515 -0.413 5.264 -0.017 0.020 -0.068
H 1.319 1.017 0.641 0.020 -0.040 0.058
H 2.397 2.275 0.003 0.144 -0.083 0.009
H 1.236 2.669 1.263 -0.050 -0.098 0.139
```
Positions in Å, forces in eV/Å.

Charge distribution, Löwdin scheme, values in e: number 1, N, carries -0.1681; number 2, P, carries 0.7456; number 3, O, carries -0.2998; number 4, C, carries -0.2141; number 5, C, carries -0.3080; number 6, C, carries -0.2428; number 7, C, carries -0.4450; number 8, S, carries 0.9610; number 9, C, carries -1.1380; number 10, S, carries 0.6784; number 11, N, carries -0.1612; number 12, C, carries -0.0851; number 13, C, carries -0.1366; number 14, N, carries 0.0656; number 15, C, carries -0.1848; number 16, H, carries 0.0414; number 17, H, carries 0.0280; number 18, H, carries 0.0158; number 19, H, carries 0.0657; number 20, H, carries 0.0929; number 21, H, carries 0.0289; number 22, H, carries 0.1158; number 23, H, carries 0.0957; number 24, H, carries 0.0792; number 25, H, carries 0.0732; number 26, H, carries 0.0964; number 27, H, carries 0.0956; number 28, H, carries 0.1171; number 29, C, carries -0.0272; number 30, C, carries -0.4860; number 31, C, carries -0.1393; number 32, C, carries -0.1777; number 33, C, carries -0.1358; number 34, C, carries -0.4929; number 35, N, carries -0.0834; number 36, O, carries -0.0246; number 37, C, carries -0.0317; number 38, C, carries -0.0419; number 39, C, carries -0.0474; number 40, H, carries 0.0800; number 41, H, carries 0.0677; number 42, H, carries 0.0883; number 43, H, carries 0.1233; number 44, H, carries 0.1238; number 45, H, carries 0.1000; number 46, H, carries 0.1098; number 47, H, carries 0.1223; number 48, H, carries 0.1241; number 49, H, carries 0.0963; number 50, H, carries 0.0863; number 51, H, carries 0.0583; number 52, H, carries 0.0804; number 53, H, carries 0.0859; number 54, H, carries 0.0855; number 55, H, carries 0.0982; number 56, H, carries 0.0842; number 57, H, carries 0.0763; number 58, C, carries -0.0554; number 59, C, carries -0.5303; number 60, C, carries -0.1564; number 61, C, carries -0.1984; number 62, C, carries -0.1574; number 63, C, carries -0.5497; number 64, N, carries -0.1781; number 65, O, carries -0.3423; number 66, C, carries -0.0621; number 67, C, carries -0.0788; number 68, C, carries -0.0915; number 69, H, carries 0.0616; number 70, H, carries 0.0557; number 71, H, carries 0.0682; number 72, H, carries 0.1104; number 73, H, carries 0.1096; number 74, H, carries 0.0901; number 75, H, carries 0.0976; number 76, H, carries 0.1069; number 77, H, carries 0.1089; number 78, H, carries 0.0753; number 79, H, carries 0.0695; number 80, H, carries 0.0482; number 81, H, carries 0.0627; number 82, H, carries 0.0683; number 83, H, carries 0.0785; number 84, H, carries 0.0758; number 85, H, carries 0.0767; number 86, H, carries 0.0210